Entry from OMol25: the molecule C5H6O at a distorted geometry (wB97M-V/def2-TZVPD).

Values from the calculation:
relative energy (zero: lowest compared OMol25 entry of this formula, charge and spin)	2.2281	eV
lowest unoccupied orbital energy	0.54	eV
HOMO	-9.96	eV
Kohn-Sham gap	10.49	eV
molar mass	82.1	g/mol

ORCA input file:
```
! wB97M-V def2-TZVPD RIJCOSX def2/J DEFGRID3
* xyz 0 1
C -2.68 0.20 -0.54
C -1.27 -0.07 -0.27
C -0.10 -0.27 -0.08
C 1.28 -0.59 0.16
C 2.34 0.35 0.59
O 1.67 -1.75 0.10
H -3.01 1.07 0.03
H -2.82 0.40 -1.60
H -3.30 -0.66 -0.27
H 2.98 0.65 -0.24
H 2.04 1.26 1.16
H 2.87 -0.58 0.96
*
```

Mulliken population analysis, charges in e, atoms 1 to 6: number 1, C, carries -1.3216; number 2, C, carries 1.1432; number 3, C, carries -0.1273; number 4, C, carries 0.0464; number 5, C, carries -1.0000; number 6, O, carries -0.5231